(1)
The following is a DFT calculation (ωB97M-V/def2-TZVPD) of a molecular structure, C28H27F4Zr at a distorted geometry.

HOMO energy: -0.032 Ha
Orbital gap: 3.42 eV
Relative energy (zero: lowest compared OMol25 entry of this formula, charge and spin): 56.8 kcal/mol

The geometry in ORCA input format:
```
! RIJCOSX wB97M-V def2-TZVPD def2/J DEFGRID3
* xyz -1 1
C -4.75 0.52 0.21
C -3.85 0.50 1.47
C -4.73 0.47 2.75
C -2.90 -0.68 1.44
C -2.17 -1.15 2.61
C -1.10 -2.02 2.13
C -1.09 -1.98 0.69
C -2.20 -1.14 0.25
Zr -0.83 0.51 1.56
C 1.22 0.55 -0.91
C 0.63 0.48 3.22
C -1.13 3.00 2.22
C -1.12 3.01 0.79
C -2.21 2.19 0.32
C -2.91 1.68 1.49
C -2.18 2.12 2.67
H -4.16 0.53 -0.71
H -5.39 -0.38 0.20
H -5.39 1.41 0.22
H -4.13 0.46 3.66
H -5.37 1.37 2.77
H -5.37 -0.42 2.73
H -2.48 -1.02 3.63
H -0.44 -2.57 2.73
H -0.45 -2.49 0.04
H -2.50 -0.97 -0.76
H 1.75 1.48 -0.45
H 1.46 -0.51 -0.54
H 0.29 0.71 -1.64
H 1.37 1.25 3.12
H 0.07 0.67 4.13
H 1.12 -0.47 3.31
H -0.46 3.54 2.85
H -0.46 3.55 0.15
H -2.52 2.05 -0.71
H -2.50 1.95 3.69
F 4.90 -2.61 1.05
C 4.88 -1.41 0.31
C 5.64 -0.39 0.69
C 5.53 0.81 -0.03
F 6.28 1.90 0.35
C 4.59 0.95 -1.07
C 3.64 -0.08 -1.34
C 2.38 0.21 -2.01
C 1.82 -0.65 -3.07
C 1.25 -0.09 -4.29
C 0.36 -0.77 -5.05
F -0.31 -0.17 -6.06
C 0.00 -2.14 -4.75
C 0.67 -2.72 -3.70
F 0.29 -3.99 -3.32
C 1.62 -2.03 -2.91
C 3.91 -1.35 -0.76
H 6.29 -0.43 1.60
H 4.54 1.90 -1.59
H 2.46 1.33 -2.47
H 1.48 0.95 -4.55
H -0.82 -2.64 -5.29
H 2.07 -2.58 -2.08
H 3.35 -2.23 -0.99
*
```

Let us look at the Löwdin charges, expressed in e, one per atom:
1. C -0.045
2. C -0.499
3. C -0.043
4. C -0.317
5. C -0.196
6. C -0.178
7. C -0.183
8. C -0.167
9. Zr 1.297
10. C -0.057
11. C -0.312
12. C -0.196
13. C -0.203
14. C -0.176
15. C -0.314
16. C -0.212
17. H 0.060
18. H 0.085
19. H 0.085
20. H 0.062
21. H 0.085
22. H 0.085
23. H 0.082
24. H 0.070
25. H 0.063
26. H 0.074
27. H 0.114
28. H 0.092
29. H 0.119
30. H -0.057
31. H -0.035
32. H -0.057
33. H 0.084
34. H 0.077
35. H 0.082
36. H 0.089
37. F 0.010
38. C -0.215
39. C 0.019
40. C -0.227
41. F 0.029
42. C 0.040
43. C -0.205
44. C -0.351
45. C -0.174
46. C 0.028
47. C -0.263
48. F 0.051
49. C 0.057
50. C -0.244
51. F 0.033
52. C 0.037
53. C 0.058
54. H 0.148
55. H 0.114
56. H 0.165
57. H 0.119
58. H 0.130
59. H 0.101
60. H 0.084

---

(2)
The following is a DFT calculation (ωB97M-V/def2-TZVPD) of a molecular structure, C28H27F6N6O3PPmS2 at a distorted geometry.

HOMO energy (alpha / beta): -0.154 / -0.283 Ha
Orbital gap (alpha / beta): 3.69 / 7.20 eV
⟨S²⟩: 8.77
Relative energy (zero: lowest compared OMol25 entry of this formula, charge and spin): 0.0 kcal/mol

The geometry in ORCA input format:
```
! RIJCOSX wB97M-V def2-TZVPD def2/J DEFGRID3
* xyz 0 6
Pm 0.79 -0.03 0.02
C -2.55 -2.79 -1.55
N -2.99 -2.37 -0.23
C -4.31 -2.82 0.15
C -2.21 -1.56 0.49
O -1.11 -1.17 0.07
C -2.71 -1.07 1.85
O -1.85 -0.07 2.37
C -1.18 -0.36 3.57
C 0.25 -0.82 3.28
O 0.59 -0.99 2.11
N 1.10 -1.03 4.29
C 2.50 -1.29 4.01
C 0.79 -0.91 5.70
H -2.50 -3.87 -1.60
H -1.56 -2.38 -1.74
H -3.24 -2.41 -2.31
H -4.47 -3.82 -0.26
H -5.07 -2.15 -0.27
H -4.43 -2.87 1.23
H -2.79 -1.92 2.55
H -3.71 -0.61 1.74
H -1.73 -1.11 4.16
H -1.15 0.58 4.14
H 2.66 -1.30 2.93
H 2.79 -2.25 4.43
H 3.11 -0.50 4.46
H -0.28 -0.94 5.89
H 1.19 0.03 6.10
H 1.25 -1.74 6.22
S -1.29 0.44 -2.41
C -0.09 0.65 -3.71
C -0.37 1.44 -4.81
C 0.52 1.51 -5.88
C 0.20 2.32 -6.98
N -0.11 3.00 -7.86
C 1.71 0.74 -5.84
C 1.98 -0.06 -4.74
C 1.10 -0.13 -3.66
S 1.44 -1.23 -2.37
C 2.60 0.77 -6.93
N 3.32 0.80 -7.82
H -1.30 1.99 -4.86
H 2.87 -0.66 -4.71
C -1.93 4.41 -0.28
C -2.55 3.25 0.16
C -2.32 2.05 -0.50
C -1.45 2.02 -1.59
C -0.83 3.19 -2.03
C -1.08 4.38 -1.37
H -2.12 5.34 0.23
H -3.22 3.27 1.00
H -2.82 1.14 -0.20
H -0.16 3.17 -2.87
H -0.62 5.28 -1.72
F 1.50 1.95 -0.60
P 1.64 2.49 1.02
F 1.72 2.80 2.58
F 2.36 1.01 1.30
F 0.87 3.82 0.67
F 0.17 1.70 1.24
F 3.06 3.11 0.69
N 2.00 -6.22 0.82
C 2.49 -5.22 0.51
C 3.03 -3.97 0.20
C 4.30 -3.79 -0.42
C 4.73 -2.50 -0.62
C 3.95 -1.43 -0.22
N 2.72 -1.59 0.36
C 2.30 -2.84 0.53
H 4.89 -4.65 -0.70
H 5.69 -2.31 -1.09
H 4.28 -0.41 -0.35
H 1.31 -2.96 0.98
*
```

Let us look at the Löwdin charges, expressed in e, one per atom:
1. Pm 1.550
2. C -0.016
3. N -0.118
4. C -0.024
5. C -0.355
6. O -0.210
7. C -0.087
8. O -0.122
9. C -0.085
10. C -0.349
11. O -0.119
12. N -0.121
13. C 0.003
14. C -0.027
15. H 0.107
16. H 0.059
17. H 0.104
18. H 0.101
19. H 0.108
20. H 0.089
21. H 0.142
22. H 0.145
23. H 0.137
24. H 0.151
25. H 0.077
26. H 0.105
27. H 0.106
28. H 0.085
29. H 0.106
30. H 0.102
31. S 1.003
32. C -0.509
33. C -0.046
34. C -0.182
35. C -0.193
36. N 0.175
37. C -0.171
38. C -0.044
39. C -0.682
40. S 0.616
41. C -0.176
42. N 0.188
43. H 0.130
44. H 0.120
45. C -0.086
46. C -0.075
47. C -0.128
48. C -0.514
49. C -0.093
50. C -0.077
51. H 0.107
52. H 0.109
53. H 0.095
54. H 0.108
55. H 0.115
56. F -0.251
57. P 0.258
58. F -0.083
59. F -0.219
60. F -0.062
61. F -0.232
62. F -0.066
63. N 0.110
64. C -0.250
65. C -0.256
66. C -0.082
67. C -0.105
68. C -0.231
69. N -0.183
70. C -0.175
71. H 0.095
72. H 0.100
73. H 0.088
74. H 0.106

---

(3)
The following is a DFT calculation (ωB97M-V/def2-TZVPD) of a molecular structure, C28H27FeNO5 at a distorted geometry.

HOMO energy (alpha / beta): -0.217 / -0.327 Ha
Orbital gap (alpha / beta): 6.29 / 6.62 eV
⟨S²⟩: 6.10

The geometry in ORCA input format:
```
! RIJCOSX wB97M-V def2-TZVPD def2/J DEFGRID3
* xyz 0 5
O -6.03 2.02 1.94
C -5.37 2.31 1.02
Fe -4.68 2.56 -0.59
C -5.20 1.24 -1.63
O -5.59 0.29 -2.20
C -6.05 3.50 -1.01
O -7.09 3.96 -1.26
C -1.28 2.31 -0.47
C -1.89 3.11 0.65
C -3.18 3.81 0.27
C -3.46 4.07 -1.10
C -3.10 2.98 -1.97
C -2.01 2.10 -1.60
H -0.26 1.92 -0.33
H -2.10 2.43 1.51
H -1.17 3.82 1.11
H -3.66 4.34 1.11
H -4.00 4.96 -1.42
H -3.42 3.05 -3.02
H -1.82 1.24 -2.27
C 6.13 0.83 -0.85
C 4.78 1.24 -1.44
C 4.21 2.45 -0.73
C 4.91 1.56 -2.93
O 3.80 0.10 -1.42
C 3.34 -0.38 -0.24
C 1.93 -0.90 -0.33
N 1.68 -1.79 0.56
C 0.63 -2.46 0.97
C 0.81 -3.51 1.98
C -0.22 -4.41 2.33
C 0.02 -5.44 3.23
C 1.30 -5.59 3.80
C 2.33 -4.70 3.45
C 2.08 -3.64 2.58
C -0.71 -2.14 0.45
C -1.75 -1.80 1.32
C -3.00 -1.45 0.80
C -3.23 -1.52 -0.58
C -2.18 -1.84 -1.46
C -0.90 -2.07 -0.94
O 4.01 -0.50 0.77
H 6.68 0.15 -1.51
H 6.76 1.71 -0.68
H 5.98 0.32 0.12
H 3.21 2.67 -1.11
H 4.16 2.30 0.35
H 4.83 3.34 -0.90
H 3.92 1.68 -3.39
H 5.46 2.50 -3.09
H 5.45 0.78 -3.49
H 1.34 -0.73 -1.27
H -1.22 -4.28 1.89
H -0.81 -6.11 3.48
H 1.48 -6.38 4.53
H 3.33 -4.80 3.87
H 2.83 -2.89 2.35
H -1.56 -1.76 2.40
H -3.78 -1.14 1.51
H -4.23 -1.31 -0.98
H -2.35 -1.91 -2.54
H -0.05 -2.24 -1.61
*
```

Let us look at the Löwdin charges, expressed in e, one per atom:
1. O 0.105
2. C -0.141
3. Fe 0.154
4. C -0.115
5. O 0.112
6. C -0.194
7. O 0.128
8. C -0.061
9. C -0.184
10. C -0.180
11. C -0.191
12. C -0.172
13. C -0.087
14. H 0.110
15. H 0.119
16. H 0.122
17. H 0.118
18. H 0.119
19. H 0.123
20. H 0.112
21. C -0.027
22. C -0.546
23. C -0.034
24. C -0.038
25. O -0.002
26. C -0.453
27. C -0.023
28. N 0.120
29. C -0.173
30. C -0.153
31. C -0.028
32. C -0.082
33. C -0.079
34. C -0.072
35. C -0.016
36. C -0.183
37. C -0.037
38. C -0.069
39. C -0.083
40. C -0.073
41. C -0.036
42. O 0.086
43. H 0.089
44. H 0.092
45. H 0.075
46. H 0.091
47. H 0.090
48. H 0.092
49. H 0.090
50. H 0.090
51. H 0.088
52. H 0.123
53. H 0.112
54. H 0.107
55. H 0.101
56. H 0.103
57. H 0.114
58. H 0.128
59. H 0.109
60. H 0.085
61. H 0.112
62. H 0.111